w | Density functional theory data (ωB97M-V/def2-TZVPD) for C4H9NOS in the gas phase.

Output
* frontier orbital gap: 0.3663 hartree
* SMILES: CN[C@@H](C=O)CS

Atoms and positions in Å:
C 2.26555 -0.33709 -0.16830
N 1.08708 0.50584 -0.39205
C -0.14028 -0.20224 -0.23262
C -0.40301 -0.77489 1.18920
O -0.16128 -0.15525 2.18823
C -1.31148 0.71888 -0.56707
S -2.93740 -0.06589 -0.79236
H 2.28939 -0.71152 0.86304
H 3.19522 0.16923 -0.41070
H 2.19303 -1.21221 -0.81807
H 1.09366 1.23768 0.29977
H -0.25309 -1.11917 -0.82745
H -0.86745 -1.77243 1.28313
H -0.94297 1.29773 -1.41487
H -1.46875 1.39361 0.27861
H -3.63824 1.02772 -0.47847

=====

x | Density functional theory data (ωB97M-V/def2-TZVPD) for C4H9NOS in the gas phase.

Output
* frontier orbital gap: 0.3389 hartree
* SMILES: CN[C@H](C=O)CS

Atoms and positions in Å:
C -0.11113 2.32386 -0.48916
N 0.36815 0.93439 -0.62492
C 0.27657 -0.16499 0.29039
C 1.29102 -1.22426 -0.19458
O 1.45784 -1.52869 -1.36102
C -1.10650 -0.87889 0.39723
S -0.94234 -2.09021 1.73047
H -1.02860 2.35688 0.16622
H 0.68508 2.98324 -0.10164
H -0.44599 2.66079 -1.46184
H 0.52567 0.71240 -1.60949
H 0.76562 0.32193 1.15336
H 1.99053 -1.67417 0.55471
H -1.79805 -0.12962 0.79355
H -1.55144 -1.44535 -0.41429
H -0.37642 -3.15730 1.17100

=====

Stability check: which of them is least stable? x.

=====

w | Density functional theory data (ωB97M-V/def2-TZVPD) for C4H9NOS in the gas phase.

Output
* frontier orbital gap: 0.3663 hartree
* SMILES: NC(=O)CCCS

Atoms and positions in Å:
N -1.30681 -2.47284 -0.61860
C -1.69236 -1.14811 -0.47684
O -2.70491 -0.77471 -1.05307
C -0.86637 -0.36584 0.47152
C -0.07818 0.78374 -0.21105
C 1.42226 0.65610 -0.30221
S 2.23244 1.61566 1.03841
H -1.89537 -3.04921 -1.19207
H -0.46586 -2.91347 -0.29624
H -1.56912 0.12741 1.15226
H -0.36078 -1.02924 1.17227
H -0.51876 0.95565 -1.19533
H -0.36174 1.69132 0.32576
H 1.80805 -0.36721 -0.29723
H 1.73645 0.98519 -1.29653
H 3.45042 1.30833 0.63206

=====

x | Density functional theory data (ωB97M-V/def2-TZVPD) for C4H9NOS in the gas phase.

Output
* frontier orbital gap: 0.3614 hartree
* SMILES: CC(=O)NCCS

Atoms and positions in Å:
C -1.54418 2.22385 -0.06801
C -0.53730 1.17610 0.37383
O -0.44927 0.86494 1.54551
N 0.13767 0.57077 -0.63657
C 0.48006 -0.87519 -0.77197
C 0.76886 -1.48915 0.58092
S 1.39572 -3.21694 0.35790
H -1.06335 2.90938 -0.76948
H -1.73077 2.82516 0.82053
H -2.39643 1.70289 -0.49389
H 0.14875 1.08045 -1.50415
H 1.28978 -0.82669 -1.49347
H -0.43046 -1.33351 -1.16978
H 1.49377 -0.94730 1.16770
H -0.15146 -1.63971 1.13164
H 2.58860 -3.02506 0.92929

=====

Stability check: which of them is least stable? x.